Entry 1:
A molecular structure, H22KrNeO11 at a distorted geometry, computed with the ωB97M-V functional and the def2-TZVPD basis.

Summary:
Kohn-Sham gap (eV): 10.6580
E (hartree): -3723.41593
HOMO (Eh): -0.3940
Relative energy (zero: lowest compared OMol25 entry of this formula, charge and spin) (kJ/mol): 0.0

Cartesian coordinates (Å):
1 Ne 0.177 0.166 -0.535
2 Kr -2.056 0.829 -3.732
3 O -3.386 3.002 -0.904
4 H -3.902 3.155 -1.696
5 H -2.484 2.933 -1.215
6 O -3.198 0.253 -0.351
7 H -3.548 1.082 -0.678
8 H -3.968 -0.234 -0.058
9 O 3.615 0.656 -0.501
10 H 2.779 1.103 -0.369
11 H 4.067 0.740 0.338
12 O 3.439 -2.170 1.392
13 H 2.825 -2.056 0.666
14 H 4.235 -2.506 0.981
15 O 3.381 -2.074 -1.822
16 H 4.248 -2.376 -2.094
17 H 3.530 -1.189 -1.487
18 O -0.900 -1.908 2.211
19 H -1.239 -2.555 1.592
20 H -0.029 -2.231 2.444
21 O 0.872 -2.717 -0.421
22 H 1.301 -2.757 -1.275
23 H -0.012 -2.403 -0.611
24 O -1.550 0.965 1.869
25 H -1.285 0.112 2.215
26 H -2.070 0.757 1.092
27 O -2.400 -2.492 -0.896
28 H -3.067 -2.661 -1.561
29 H -2.392 -1.540 -0.800
30 O -0.084 3.290 2.148
31 H -0.536 2.447 2.189
32 H 0.338 3.378 3.002
33 O 1.484 2.943 -0.406
34 H 0.862 3.098 -1.117
35 H 0.950 2.959 0.388

***

Entry 2:
12 unconnected molecules or ions with the total composition H22N3O21S4 at a distorted geometry, computed with the ωB97M-V functional and the def2-TZVPD basis.

Summary:
Charge: -5
Kohn-Sham gap (eV): 4.3594
E (hartree): -3349.99708
HOMO (Eh): 0.2107

Cartesian coordinates (Å):
1 N -2.227 7.473 -2.103
2 H -2.876 7.949 -2.718
3 H -1.312 7.834 -2.363
4 H -2.192 6.426 -2.250
5 H -2.378 7.777 -1.094
6 N -1.834 0.904 -2.483
7 H -2.289 0.073 -2.846
8 H -1.860 1.724 -3.169
9 H -0.847 0.667 -2.450
10 H -2.328 1.135 -1.559
11 N -3.553 4.198 -0.372
12 H -3.401 3.167 -0.434
13 H -3.177 4.568 -1.266
14 H -3.068 4.714 0.362
15 H -4.588 4.558 -0.364
16 S -1.905 4.413 -4.120
17 O -1.929 2.929 -4.191
18 O -2.689 5.000 -5.218
19 O -2.435 4.860 -2.822
20 O -0.504 4.891 -4.182
21 S -2.326 7.538 1.507
22 O -3.639 7.115 2.070
23 O -2.570 8.483 0.414
24 O -1.457 8.088 2.559
25 O -1.691 6.333 0.879
26 S -4.583 0.443 -0.412
27 O -4.007 -0.850 0.039
28 O -5.198 0.282 -1.742
29 O -5.533 0.970 0.571
30 O -3.456 1.427 -0.568
31 S -6.769 6.099 -1.273
32 O -5.735 6.763 -2.120
33 O -7.489 7.075 -0.431
34 O -7.705 5.427 -2.171
35 O -6.055 5.132 -0.389
36 O -3.538 4.759 3.297
37 H -3.480 5.670 2.870
38 H -2.619 4.493 3.398
39 O -7.502 4.056 1.597
40 H -6.935 4.491 0.894
41 H -7.466 4.675 2.331
42 O 0.915 6.891 1.137
43 H 0.531 7.667 1.559
44 H 0.113 6.373 0.871
45 O -1.126 2.041 1.393
46 H -1.985 1.600 1.266
47 H -1.227 2.546 2.202
48 O -3.761 2.027 2.927
49 H -3.832 2.945 3.283
50 H -4.430 1.957 2.209

***

Entry 3:
11 unconnected molecules or ions with the total composition H22O11 at a distorted geometry, computed with the ωB97M-V functional and the def2-TZVPD basis.

Summary:
Kohn-Sham gap (eV): 7.4264
E (hartree): -840.66935
Structure (SMILES): O.O.O.O.O.O.O.O.O.O.O
HOMO (Eh): -0.2841
Relative energy (zero: lowest compared OMol25 entry of this formula, charge and spin) (kJ/mol): 553.4

Cartesian coordinates (Å):
1 O -0.823 0.223 0.710
2 H -0.338 -0.522 1.083
3 H -1.730 -0.096 0.645
4 O 0.548 -2.636 2.304
5 H 0.573 -1.723 1.998
6 H 0.130 -2.582 3.171
7 O 3.038 1.240 -1.209
8 H 3.684 1.716 -1.743
9 H 3.574 0.730 -0.592
10 O -0.294 -3.213 -1.594
11 H -0.535 -4.091 -1.911
12 H -1.045 -2.945 -1.053
13 O 1.829 3.360 0.001
14 H 1.675 4.252 0.331
15 H 2.000 3.483 -0.940
16 O -5.635 -1.597 0.338
17 H -4.709 -1.448 0.559
18 H -5.773 -1.077 -0.462
19 O 3.330 -3.144 0.930
20 H 3.700 -4.016 0.752
21 H 3.056 -3.189 1.853
22 O -1.709 4.777 0.222
23 H -1.166 4.748 -0.573
24 H -1.524 3.939 0.662
25 O -4.080 0.244 -1.766
26 H -3.182 0.000 -2.015
27 H -4.636 -0.353 -2.278
28 O 2.809 0.045 -2.534
29 H 3.391 -0.349 -3.193
30 H 2.422 -0.712 -2.079
31 O 0.329 1.911 3.048
32 H 1.250 1.657 2.915
33 H -0.157 1.366 2.419

***

Entry 4:
11 unconnected molecules or ions with the total composition H22O11, computed with the ωB97M-V functional and the def2-TZVPD basis.

Summary:
Kohn-Sham gap (eV): 9.2585
E (hartree): -840.82555
Structure (SMILES): O.O.O.O.O.O.O.O.O.O.O
HOMO (Eh): -0.3707
Relative energy (zero: lowest compared OMol25 entry of this formula, charge and spin) (kJ/mol): 143.3

Cartesian coordinates (Å):
1 O -1.819 -1.010 -1.831
2 H -1.382 -0.603 -2.587
3 H -2.007 -1.915 -2.103
4 O 3.551 1.767 1.222
5 H 3.435 1.004 0.644
6 H 4.040 2.410 0.699
7 O -4.018 -0.796 1.620
8 H -4.110 -0.163 0.901
9 H -3.063 -0.893 1.755
10 O -1.604 -1.612 2.934
11 H -1.066 -1.131 2.281
12 H -1.719 -2.491 2.562
13 O -0.638 2.666 0.506
14 H -1.206 3.441 0.502
15 H -1.227 1.920 0.689
16 O 2.414 0.258 -1.057
17 H 1.749 0.866 -1.398
18 H 3.241 0.540 -1.463
19 O 3.329 -2.405 -0.564
20 H 2.875 -1.558 -0.473
21 H 2.988 -2.773 -1.384
22 O 1.183 2.698 2.688
23 H 0.593 2.700 1.916
24 H 2.064 2.824 2.318
25 O 1.005 -2.749 -3.060
26 H 0.264 -2.444 -2.529
27 H 0.621 -3.009 -3.904
28 O -3.129 1.241 -0.426
29 H -2.975 0.388 -0.857
30 H -3.233 1.863 -1.152
31 O -0.322 -0.256 0.780
32 H 0.617 -0.034 0.813
33 H -0.451 -0.746 -0.041

***

Entry 5:
11 unconnected molecules or ions with the total composition H22O11, computed with the ωB97M-V functional and the def2-TZVPD basis.

Summary:
Kohn-Sham gap (eV): 9.8262
E (hartree): -840.83241
Structure (SMILES): O.O.O.O.O.O.O.O.O.O.O
HOMO (Eh): -0.3763
Relative energy (zero: lowest compared OMol25 entry of this formula, charge and spin) (kJ/mol): 125.3

Cartesian coordinates (Å):
1 O -2.207 0.107 -2.165
2 H -1.865 -0.684 -1.723
3 H -2.454 -0.209 -3.038
4 O -1.638 -1.943 1.984
5 H -1.428 -1.631 2.868
6 H -1.166 -1.334 1.398
7 O -1.255 -2.705 -1.283
8 H -1.160 -3.274 -2.051
9 H -0.507 -2.938 -0.707
10 O 1.327 -0.477 2.847
11 H 0.797 -0.132 2.114
12 H 1.255 0.187 3.538
13 O -1.398 3.967 1.493
14 H -1.531 3.102 1.088
15 H -0.625 4.311 1.041
16 O 0.168 2.805 -0.829
17 H 0.978 2.309 -0.676
18 H 0.408 3.478 -1.472
19 O 1.512 0.082 -1.864
20 H 1.132 -0.241 -2.688
21 H 2.457 0.153 -2.026
22 O 1.402 -2.692 -0.173
23 H 1.992 -3.303 -0.623
24 H 1.674 -1.822 -0.488
25 O -0.196 -0.041 0.437
26 H 0.548 -0.218 -0.152
27 H -0.633 0.733 0.051
28 O -2.547 1.471 0.546
29 H -2.822 0.619 0.192
30 H -3.104 1.610 1.319
31 O 3.419 -0.758 0.383
32 H 3.358 0.040 0.920
33 H 4.109 -0.572 -0.261

***

Entry 6:
11 unconnected molecules or ions with the total composition H22O11 at a distorted geometry, computed with the ωB97M-V functional and the def2-TZVPD basis.

Summary:
Kohn-Sham gap (eV): 9.4621
E (hartree): -840.81564
Structure (SMILES): O.O.O.O.O.O.O.O.O.O.O
HOMO (Eh): -0.3733
Relative energy (zero: lowest compared OMol25 entry of this formula, charge and spin) (kJ/mol): 169.3

Cartesian coordinates (Å):
1 O -25.408 -4.628 13.863
2 H -26.224 -5.130 13.818
3 H -25.499 -3.702 14.181
4 O -23.711 -4.545 16.293
5 H -23.112 -5.214 16.571
6 H -23.382 -4.090 15.515
7 O -26.767 -5.151 16.462
8 H -25.915 -5.279 15.957
9 H -26.744 -4.320 16.804
10 O -25.767 -2.181 15.139
11 H -25.657 -1.421 14.591
12 H -24.994 -2.112 15.746
13 O -24.942 -5.510 18.403
14 H -25.820 -5.057 18.354
15 H -24.550 -5.138 17.590
16 O -24.611 -7.248 14.787
17 H -24.884 -6.444 14.272
18 H -23.856 -7.585 14.322
19 O -28.919 -4.054 15.054
20 H -28.267 -4.567 15.437
21 H -28.936 -3.235 15.567
22 O -25.680 -8.063 18.242
23 H -25.723 -7.092 18.393
24 H -26.396 -8.319 17.653
25 O -28.094 -1.574 16.221
26 H -27.181 -1.599 15.875
27 H -28.489 -0.764 15.829
28 O -26.863 -3.212 18.402
29 H -26.747 -2.667 19.154
30 H -27.293 -2.630 17.819
31 O -23.048 -7.119 16.959
32 H -23.699 -7.051 16.254
33 H -23.579 -7.451 17.636

***

Entry 7:
11 unconnected molecules or ions with the total composition H22O11 at a distorted geometry, computed with the ωB97M-V functional and the def2-TZVPD basis.

Summary:
Kohn-Sham gap (eV): 9.6827
E (hartree): -840.68079
Structure (SMILES): O.O.O.O.O.O.O.O.O.O.O
HOMO (Eh): -0.3693
Relative energy (zero: lowest compared OMol25 entry of this formula, charge and spin) (kJ/mol): 523.4

Cartesian coordinates (Å):
1 O 0.013 -0.507 -1.019
2 H -0.872 -0.751 -0.725
3 H 0.396 -0.054 -0.259
4 O 2.917 -1.001 0.666
5 H 2.420 -0.193 0.841
6 H 2.622 -1.272 -0.211
7 O 1.635 -3.295 0.153
8 H 0.723 -3.357 0.457
9 H 2.130 -3.051 0.943
10 O -4.068 -0.483 -2.187
11 H -4.779 -0.865 -1.659
12 H -3.834 -1.183 -2.807
13 O -2.491 2.412 0.291
14 H -2.459 2.943 -0.513
15 H -2.103 2.982 0.964
16 O -3.588 -0.431 2.871
17 H -3.740 0.166 3.612
18 H -2.927 0.022 2.336
19 O 4.272 1.416 -0.686
20 H 3.661 1.604 0.036
21 H 4.090 0.497 -0.914
22 O 2.945 -0.106 2.360
23 H 3.490 0.556 1.920
24 H 2.426 0.402 2.995
25 O 1.242 3.149 -0.683
26 H 0.438 3.344 -1.178
27 H 1.457 2.244 -0.933
28 O 0.699 -1.158 -2.931
29 H 1.454 -0.732 -2.509
30 H 0.460 -1.866 -2.323
31 O -2.804 -0.769 0.621
32 H -3.639 -0.546 0.194
33 H -2.183 -0.117 0.276

***

Entry 8:
11 unconnected molecules or ions with the total composition H22O11 at a distorted geometry, computed with the ωB97M-V functional and the def2-TZVPD basis.

Summary:
Kohn-Sham gap (eV): 10.2233
E (hartree): -840.80038
Structure (SMILES): O.O.O.O.O.O.O.O.O.O.O
HOMO (Eh): -0.3781
Relative energy (zero: lowest compared OMol25 entry of this formula, charge and spin) (kJ/mol): 209.4

Cartesian coordinates (Å):
1 O -7.462 5.854 13.226
2 H -6.665 5.493 13.655
3 H -8.211 5.307 13.400
4 O -9.014 0.942 9.520
5 H -8.725 0.639 10.376
6 H -9.145 0.132 9.051
7 O -10.735 0.492 12.008
8 H -10.848 1.405 11.741
9 H -10.692 -0.020 11.194
10 O -9.050 -2.077 14.104
11 H -8.646 -1.237 14.131
12 H -8.479 -2.564 14.678
13 O -7.052 3.143 15.456
14 H -6.332 3.649 15.304
15 H -7.644 3.675 15.977
16 O -8.484 2.251 12.843
17 H -8.024 2.330 13.671
18 H -8.732 1.405 12.753
19 O -7.929 -0.489 11.778
20 H -8.307 -1.276 12.182
21 H -7.726 -0.552 10.853
22 O -7.740 0.173 14.657
23 H -8.329 0.676 15.254
24 H -7.083 -0.126 15.252
25 O -9.856 1.424 15.705
26 H -9.631 1.869 16.476
27 H -10.384 0.675 15.999
28 O -9.678 4.512 13.808
29 H -9.240 3.710 13.539
30 H -10.146 4.835 13.045
31 O -6.672 2.635 10.746
32 H -7.344 2.908 10.113
33 H -7.220 2.592 11.519